The following is a quantum chemistry calculation of a molecular structure, C35H33N5O2PtSTe, from the Open Molecules 2025 dataset.

XYZ file:
```
78
Properties=species:S:1:pos:R:3
Pt 11.60 14.25 15.16
C 8.06 14.81 10.81
C 7.52 15.55 11.87
C 8.38 16.08 12.82
C 9.76 15.70 12.87
C 10.24 15.02 11.78
C 9.37 14.56 10.77
N 10.64 15.87 13.99
C 10.79 17.05 14.49
C 10.32 18.23 13.88
C 10.42 19.43 14.53
C 10.98 19.49 15.90
C 11.49 18.40 16.51
C 11.42 17.17 15.80
N 11.67 15.93 16.35
N 12.27 15.86 17.61
C 12.68 14.65 17.96
C 13.46 14.62 19.17
C 13.94 13.44 19.67
C 13.44 12.27 19.15
C 12.65 12.42 17.97
N 12.30 13.46 17.40
H 7.31 14.38 10.21
H 6.46 15.73 11.86
H 7.82 16.71 13.46
H 11.34 14.82 11.71
H 9.88 14.09 9.95
H 9.84 18.11 12.97
H 9.96 20.29 13.98
H 11.01 20.53 16.24
H 11.93 18.34 17.50
H 13.81 15.64 19.22
H 14.58 13.36 20.63
H 13.82 11.29 19.25
H 12.31 11.43 17.37
C 9.06 12.40 17.26
Te 9.09 13.88 15.70
C 8.80 15.55 17.11
H 9.73 11.61 17.07
H 8.07 11.97 17.27
H 9.22 12.93 18.14
H 7.81 15.48 17.60
H 8.69 16.47 16.51
H 9.59 15.65 17.79
C 5.34 7.45 10.29
C 6.52 7.45 11.24
C 6.74 6.39 12.09
C 7.55 6.41 13.17
C 8.48 7.44 13.28
C 8.34 8.49 12.37
N 9.10 9.72 12.65
C 10.55 9.78 12.11
C 11.01 8.83 11.16
C 12.34 8.79 10.75
C 13.23 9.76 11.12
C 12.81 10.76 12.02
C 11.51 10.87 12.46
C 11.09 11.87 13.62
O 11.92 12.75 13.86
O 10.10 11.64 14.36
C 7.38 8.50 11.32
C 7.37 9.74 10.48
H 5.41 8.12 9.46
H 4.37 7.75 10.83
H 5.18 6.40 9.91
H 6.07 5.51 11.99
H 7.48 5.69 13.94
H 9.15 7.61 14.07
H 8.81 10.26 13.46
H 10.44 7.88 10.98
H 12.74 8.07 10.06
H 14.27 9.75 10.83
H 13.55 11.51 12.41
H 8.25 10.35 10.83
H 6.48 10.37 10.78
H 7.42 9.70 9.39
S 14.73 15.58 13.88
C 13.32 14.93 14.08
```

Orbital gap (alpha / beta)   6.19 / 3.05 eV
Spin multiplicity   6
ΔE to the lowest compared entry with this formula, charge and spin   496.73 kJ/mol
Total energy   -2562.7224 hartree
M   910.427 g mol⁻¹
Net charge   +1